## one
The following is a DFT calculation (the ωB97M-V functional and the def2-TZVPD basis) of 2 unconnected molecules or ions with the total composition C2H4BrFO.

For the LUMO energy (alpha / beta), the calculation gives -0.35 / -2.64 eV.

Structure (ORCA input):
```
! wB97M-V def2-TZVPD RIJCOSX def2/J DEFGRID3
* xyz 0 1
C -0.2429 -1.0555 0.1475
C -0.6805 -0.0231 -0.8321
O 0.8629 2.0638 0.7153
F 1.0334 1.6891 1.9922
Br -0.0674 0.0128 -2.6957
H -0.7295 -2.0079 0.0149
H 0.9075 -1.1426 -0.0092
H -0.4471 -0.5128 1.0708
H -0.6363 0.9763 -0.4037
*
```

## two
The following is a DFT calculation (the ωB97M-V functional and the def2-TZVPD basis) of a single C2H4BrFO molecule.

For the LUMO energy, the calculation gives 0.66 eV.

Structure (ORCA input):
```
! wB97M-V def2-TZVPD RIJCOSX def2/J DEFGRID3
* xyz 0 1
C 0.5816 -0.6401 0.3416
C -0.4409 0.3235 0.0029
O -0.3620 0.8596 -1.2677
F -0.5090 1.3123 0.9367
Br -2.2495 -0.5654 -0.0035
H 0.5830 -0.9535 1.4206
H 0.4163 -1.5529 -0.2513
H 1.6612 -0.2178 -0.0284
H 0.3195 1.4343 -1.1509
*
```

## three
The following is a DFT calculation (the ωB97M-V functional and the def2-TZVPD basis) of a single C2H4BrFO molecule.

For the LUMO energy, the calculation gives 0.70 eV.

Structure (ORCA input):
```
! wB97M-V def2-TZVPD RIJCOSX def2/J DEFGRID3
* xyz 0 1
C -0.7060 0.8738 0.1849
C 0.4191 -0.3492 -0.0200
O 0.1152 -1.1654 -1.0723
F 0.4395 -1.0695 1.1155
Br 2.2269 0.5602 -0.0838
H -0.5262 1.3904 1.1205
H -0.8128 1.4818 -0.6483
H -1.6042 0.3474 0.2477
H 0.4485 -2.0694 -0.8442
*
```

We find three to be the most stable, with the next structure 0.0054 hartree higher.

## one
The following is a DFT calculation (the ωB97M-V functional and the def2-TZVPD basis) of 2 unconnected molecules or ions with the total composition CH2NOP.

For the LUMO energy, the calculation gives -0.65 eV.

Structure (ORCA input):
```
! wB97M-V def2-TZVPD RIJCOSX def2/J DEFGRID3
* xyz 0 1
C -1.5540 -0.1442 -0.3391
N 1.6360 0.5606 -0.1327
O -2.4075 0.1137 0.3573
P 0.6334 0.0469 0.9000
H 1.7711 0.4737 -1.2129
H -0.0790 -1.0506 0.4274
*
```

## two
The following is a DFT calculation (the ωB97M-V functional and the def2-TZVPD basis) of a single CH2NOP molecule.

For the LUMO energy, the calculation gives -0.24 eV.

Structure (ORCA input):
```
! wB97M-V def2-TZVPD RIJCOSX def2/J DEFGRID3
* xyz 0 1
O 4.1887 0.0076 -0.0776
C 3.0395 0.1333 -0.0166
N 1.7223 -0.2911 0.2940
P 0.4324 0.7407 0.0168
H -0.1749 -0.1534 -0.8639
H -0.3174 0.4253 1.3023
*
```

We find two to be the most stable, with the next structure 0.0320 hartree higher.

## one
The following is a DFT calculation (the ωB97M-V functional and the def2-TZVPD basis) of 2 unconnected molecules or ions with the total composition H3O2PS.

For the LUMO energy, the calculation gives -1.10 eV.

Structure (ORCA input):
```
! wB97M-V def2-TZVPD RIJCOSX def2/J DEFGRID3
* xyz 0 1
O 0.1015 -1.5309 0.4099
P 0.6904 -0.9001 -1.0939
S 2.1045 0.3827 -0.4452
H 0.3695 -1.1043 1.2670
O -1.2620 0.9817 -0.4056
H -1.6042 0.4062 0.4453
H -0.3996 1.7647 -0.1775
*
```

## two
The following is a DFT calculation (the ωB97M-V functional and the def2-TZVPD basis) of a single H3O2PS molecule.

For the LUMO energy, the calculation gives 0.10 eV.

Structure (ORCA input):
```
! wB97M-V def2-TZVPD RIJCOSX def2/J DEFGRID3
* xyz 0 1
O 1.1608 0.0920 -0.8568
P 1.2127 -0.7760 0.4173
O -0.7924 -0.9664 0.4946
S -1.5376 0.1154 -0.4293
H 0.3404 0.1697 -1.3964
H 1.5527 0.2841 1.2569
H -1.9366 1.0811 0.5137
*
```

We find one to be the most stable, with the next structure 0.0266 hartree higher.

## one
The following is a DFT calculation (the ωB97M-V functional and the def2-TZVPD basis) of 2 unconnected molecules or ions with the total composition CH3BrO.

For the LUMO energy, the calculation gives -1.45 eV.

Structure (ORCA input):
```
! wB97M-V def2-TZVPD RIJCOSX def2/J DEFGRID3
* xyz 0 1
C 0.4116 -0.6804 -0.0830
O -1.0928 1.1119 -0.2180
Br 1.9752 0.2413 -0.0965
H 0.1392 -1.2988 0.7146
H -0.2044 -0.6374 -0.9935
H -1.2287 1.2634 0.6764
*
```

## two
The following is a DFT calculation (the ωB97M-V functional and the def2-TZVPD basis) of 2 unconnected molecules or ions with the total composition CH3BrO.

For the LUMO energy (alpha / beta), the calculation gives -0.85 / -0.86 eV.

Structure (ORCA input):
```
! wB97M-V def2-TZVPD RIJCOSX def2/J DEFGRID3
* xyz 0 1
C 0.5038 -0.7196 0.3663
O -0.2290 1.3696 0.5178
Br 0.5594 -1.1711 2.1294
H -0.2101 -1.0609 -0.2829
H 1.3679 -0.4135 -0.1115
H -0.9681 1.4479 -0.0412
*
```

## three
The following is a DFT calculation (the ωB97M-V functional and the def2-TZVPD basis) of a single CH3BrO molecule.

For the LUMO energy, the calculation gives -1.31 eV.

Structure (ORCA input):
```
! wB97M-V def2-TZVPD RIJCOSX def2/J DEFGRID3
* xyz 0 1
C -0.4636 -0.0017 0.1482
O 0.7465 0.6572 0.3824
Br 2.1098 -0.1502 -0.8404
H -1.1758 0.3845 0.8798
H -0.3720 -1.0842 0.2898
H -0.8449 0.1944 -0.8599
*
```

We find three to be the most stable, with the next structure 0.0563 hartree higher.

## one
The following is a DFT calculation (the ωB97M-V functional and the def2-TZVPD basis) of a molecular structure, CH2N2S4.

For the LUMO energy (alpha / beta), the calculation gives -2.04 / -2.06 eV.

Structure (ORCA input):
```
! wB97M-V def2-TZVPD RIJCOSX def2/J DEFGRID3
* xyz 0 1
C -1.3621 0.0388 -0.0689
N -0.5665 1.0157 -0.5809
N 1.3132 0.0354 0.7994
S -2.7648 -0.3978 -0.8157
S -0.8015 -0.7321 1.3565
S 0.8078 1.5063 0.3243
S 1.8840 -1.0908 -0.2830
H -0.8656 1.5215 -1.4046
H 2.3555 -1.8971 0.6729
*
```

## two
The following is a DFT calculation (the ωB97M-V functional and the def2-TZVPD basis) of a molecular structure, CH2N2S4.

For the LUMO energy (alpha / beta), the calculation gives -1.96 / -2.56 eV.

Structure (ORCA input):
```
! wB97M-V def2-TZVPD RIJCOSX def2/J DEFGRID3
* xyz 0 1
C 1.9856 -0.4808 0.0076
N 0.6110 -0.3470 0.3040
N -1.5913 0.9441 0.1021
S 2.8854 -1.8796 0.1065
S 2.5966 0.9954 -0.5367
S -0.0693 1.1523 0.3474
S -2.6751 -0.0116 -0.7137
H 0.0576 -1.1334 0.6991
H -3.8006 0.7608 -0.3163
*
```

We find one to be the most stable, with the next structure 0.0096 hartree higher.

## one
The following is a DFT calculation (the ωB97M-V functional and the def2-TZVPD basis) of a single C3H6ClNO molecule.

For the LUMO energy, the calculation gives 0.77 eV.

Structure (ORCA input):
```
! wB97M-V def2-TZVPD RIJCOSX def2/J DEFGRID3
* xyz 0 1
N -0.3541 1.2287 -0.7078
C -0.3377 0.3943 0.4740
C -0.3285 -1.0995 0.2354
O -0.5239 -1.4155 -1.0808
C 0.9453 -0.3828 0.6849
Cl 2.3297 -0.1967 -0.4331
H -1.2301 1.7557 -0.8091
H 0.4508 1.8816 -0.7040
H -0.8881 0.7282 1.3594
H -0.8476 -1.8002 0.8315
H -0.4159 -0.5703 -1.5805
H 1.2000 -0.5235 1.7301
*
```

## two
The following is a DFT calculation (the ωB97M-V functional and the def2-TZVPD basis) of a single C3H6ClNO molecule.

For the LUMO energy, the calculation gives 0.83 eV.

Structure (ORCA input):
```
! wB97M-V def2-TZVPD RIJCOSX def2/J DEFGRID3
* xyz 0 1
H -1.9806 -1.7981 1.0264
N -1.1164 -1.5303 0.6053
C -1.0794 -0.4525 -0.0617
Cl -2.4015 0.6073 -0.4069
C 0.2408 0.0987 -0.6345
C 0.8785 1.1285 0.3664
O 1.1123 -0.9951 -0.9313
H 0.1716 0.5502 -1.5631
H 1.9753 0.9030 0.5212
H 0.4528 1.1118 1.3166
H 0.7815 2.0918 0.0712
H 0.9652 -1.7153 -0.3095
*
```

We find two to be the most stable, with the next structure 0.0215 hartree higher.